{
  "formula": "C6H9N",
  "method": "wB97M-V/def2-TZVPD",
  "species": ["C", "C", "C", "C", "C", "C", "N", "H", "H", "H", "H", "H", "H", "H", "H", "H"],
  "xyz": [[2.665747, -0.297593, 0.292273], [1.378869, 0.041601, 0.171581], [0.224640, -0.833705, -0.301367], [-0.995210, 0.048081, -0.114757], [-2.389331, -0.387198, -0.428931], [-0.576083, 1.236277, 0.327383], [0.817814, 1.288057, 0.447443], [3.419361, 0.406846, 0.630985], [2.994344, -1.297345, 0.034894], [0.356224, -1.122399, -1.353032], [0.160872, -1.765650, 0.274785], [-3.107327, 0.420082, -0.246440], [-2.686661, -1.248621, 0.184187], [-2.488300, -0.692924, -1.479732], [-1.165292, 2.117908, 0.556987], [1.316963, 2.017414, 0.927237]],
  "forces_ev_per_a": [[-0.064, 0.015, -0.016], [0.088, -0.045, -0.036], [-0.031, -0.063, -0.010], [0.046, 0.157, 0.065], [-0.048, 0.002, 0.007], [-0.157, -0.099, -0.065], [0.153, 0.032, 0.006], [-0.130, -0.059, -0.035], [-0.069, 0.107, 0.044], [-0.005, 0.056, 0.124], [0.027, 0.141, -0.060], [0.132, -0.135, -0.021], [0.045, 0.125, -0.098], [0.032, 0.050, 0.168], [0.083, -0.156, -0.047], [-0.101, -0.129, -0.024]],
  "charge": 0,
  "smiles": "C=C1CC(C)=CN1",
  "lumo_ev": 1.0,
  "relative_energy_kj_mol": 95.6
}

{
  "formula": "C3H2O3",
  "method": "wB97M-V/def2-TZVPD",
  "species": ["O", "C", "C", "O", "C", "O", "H", "H"],
  "xyz": [[-2.202394, 0.429955, 0.672282], [-1.000310, 0.398154, 0.752546], [-0.165281, 0.240094, -0.525494], [-0.539274, 0.663087, -1.590176], [1.145600, -0.529494, -0.385132], [1.517460, -0.926139, 0.692518], [-0.449941, 0.439379, 1.712070], [1.694137, -0.715034, -1.328612]],
  "forces_ev_per_a": [[0.732, 0.052, 0.162], [-0.695, -0.057, 0.079], [-0.203, 0.157, -0.476], [0.314, -0.240, 0.501], [0.208, -0.237, 0.366], [-0.152, 0.205, -0.568], [-0.160, 0.047, -0.165], [-0.044, 0.073, 0.101]],
  "charge": 0,
  "smiles": "O=CC(=O)C=O",
  "lumo_ev": -1.6,
  "relative_energy_kj_mol": 152.0
}

{
  "formula": "C23H18F3NO6",
  "method": "wB97M-V/def2-TZVPD",
  "species": ["O", "C", "F", "C", "N", "C", "O", "C", "C", "F", "C", "O", "C", "C", "O", "O", "C", "F", "C", "C", "O", "H", "H", "H", "H", "H", "H", "C", "C", "C", "C", "C", "C", "H", "H", "H", "H", "H", "H", "C", "C", "C", "C", "C", "C", "H", "H", "H", "H", "H", "H"],
  "xyz": [[-3.276082, 3.767131, 3.031866], [-3.680724, 2.675136, 3.220913], [-3.817008, 2.179803, 4.482881], [-4.070453, 1.637941, 2.184688], [-2.925377, 0.855689, 1.746660], [-1.718943, 1.529244, 1.359827], [-1.675542, 2.399760, 0.545006], [-0.613549, 0.848646, 2.080416], [0.719381, 1.137227, 2.172983], [1.269222, 2.196343, 1.564788], [1.579056, 0.322670, 2.923352], [2.884490, 0.633079, 2.982440], [1.068301, -0.807818, 3.589558], [1.850578, -1.797483, 4.420194], [3.186490, -1.386592, 4.631639], [3.524315, -1.805656, 5.961393], [-0.292774, -1.074981, 3.457609], [-0.765000, -2.156207, 4.076224], [-1.136150, -0.264896, 2.731122], [-2.589469, -0.339278, 2.448592], [-3.342545, -1.239624, 2.675367], [-4.809717, 0.965010, 2.612978], [-4.526592, 2.161722, 1.345737], [3.041794, 1.423660, 2.449605], [1.824523, -2.770998, 3.915734], [1.361260, -1.923651, 5.385384], [4.314983, -2.335064, 5.791360], [-1.218926, -1.078470, -1.381871], [-1.203482, -2.045279, -0.385669], [-0.808338, -3.342883, -0.679110], [-0.427083, -3.673894, -1.972031], [-0.442661, -2.707994, -2.969403], [-0.839579, -1.410928, -2.674741], [-1.525233, -0.064253, -1.154818], [-1.495947, -1.787746, 0.622225], [-0.798025, -4.094846, 0.099536], [-0.117191, -4.685050, -2.202507], [-0.146472, -2.966258, -3.978084], [-0.850577, -0.656766, -3.451515], [1.456177, 3.096284, -5.005396], [1.471229, 2.124026, -4.014904], [1.891685, 0.835432, -4.314529], [2.294404, 0.518085, -5.604458], [2.276621, 1.489894, -6.595349], [1.858274, 2.778964, -6.295519], [1.130685, 4.101690, -4.771564], [1.153128, 2.369777, -3.009570], [1.901702, 0.077051, -3.541569], [2.622240, -0.487013, -5.837322], [2.588289, 1.242529, -7.601974], [1.844611, 3.536831, -7.068173]],
  "forces_ev_per_a": [[-0.115, -0.218, 0.185], [0.114, 0.037, 0.105], [0.105, 0.129, -0.263], [-0.565, -0.014, -0.473], [0.687, 0.050, 0.523], [-0.464, -0.257, -0.182], [0.063, 0.360, 0.122], [0.068, -0.053, 0.073], [-0.107, -0.184, 0.006], [0.048, 0.069, -0.058], [-0.110, -0.326, 0.159], [0.001, -0.020, 0.001], [0.098, 0.367, -0.229], [0.045, -0.133, -0.095], [-0.042, 0.166, 0.124], [0.023, -0.053, -0.056], [0.018, 0.144, -0.161], [-0.109, -0.152, 0.072], [0.203, 0.063, -0.074], [0.171, 0.019, 0.014], [-0.344, 0.138, 0.307], [0.062, -0.137, -0.062], [0.136, 0.014, -0.029], [0.008, 0.015, -0.008], [0.033, -0.029, 0.036], [-0.031, 0.069, 0.016], [-0.003, -0.023, -0.016], [0.016, 0.015, 0.035], [0.042, 0.028, -0.038], [0.018, 0.001, -0.006], [0.010, 0.005, -0.001], [-0.001, -0.006, 0.008], [0.015, 0.033, -0.038], [-0.018, 0.003, -0.007], [-0.037, -0.084, -0.006], [-0.010, -0.002, 0.002], [-0.005, -0.005, -0.003], [-0.001, 0.000, -0.004], [0.002, -0.003, -0.008], [-0.002, 0.002, -0.004], [-0.009, -0.002, 0.007], [-0.009, -0.027, 0.028], [-0.002, 0.002, 0.000], [-0.003, -0.001, -0.004], [-0.001, 0.000, 0.002], [-0.007, 0.002, 0.000], [0.002, 0.002, 0.005], [0.001, -0.004, 0.001], [0.001, -0.003, 0.000], [0.005, 0.000, -0.003], [0.001, 0.003, -0.003]],
  "charge": 0,
  "smiles": "O=C(F)CN1C(=O)c2c(F)c(O)c(COO)c(F)c2C1=O.c1ccccc1.c1ccccc1",
  "lumo_ev": -0.8,
  "relative_energy_kj_mol": 0.0
}

{
  "formula": "C2H3O2",
  "method": "wB97M-V/def2-TZVPD",
  "species": ["C", "C", "O", "O", "H", "H", "H"],
  "xyz": [[0.506866, -0.144015, 0.234681], [-0.808007, 0.096138, -0.332812], [-0.718277, 0.985424, -1.274189], [-1.630289, -0.677377, 0.147921], [1.321529, -0.155344, -0.572436], [0.846395, 0.781168, 0.793597], [0.481784, -0.885995, 1.003238]],
  "forces_ev_per_a": [[4.302, 2.158, 0.873], [1.748, 1.375, -2.388], [-2.097, -1.216, 1.168], [-2.886, 0.033, -0.417], [-1.073, -0.756, 1.136], [-0.456, -0.536, -0.408], [0.461, -1.057, 0.037]],
  "charge": -1,
  "smiles": "CC(=O)[O-]",
  "lumo_ev": 4.8,
  "relative_energy_kj_mol": 65.5
}

{
  "formula": "C24H31N3O4TeV",
  "method": "wB97M-V/def2-TZVPD",
  "species": ["V", "N", "C", "C", "O", "N", "C", "C", "O", "O", "H", "H", "H", "H", "H", "H", "C", "C", "O", "N", "Te", "C", "C", "C", "C", "C", "C", "C", "C", "C", "C", "C", "C", "C", "C", "C", "C", "C", "C", "H", "H", "H", "H", "H", "H", "H", "H", "H", "H", "H", "H", "H", "H", "H", "H", "H", "H", "H", "H", "H", "H", "H", "H", "H"],
  "xyz": [[-1.517545, -2.848587, -2.469739], [0.604666, -2.784716, -2.809687], [0.879451, -1.787888, -3.881147], [-0.342344, -1.588874, -4.775425], [-0.231604, -1.197146, -5.920920], [-1.494106, -1.899441, -4.134843], [-2.752855, -1.931737, -4.848081], [-3.617946, -3.035527, -4.240335], [-4.718910, -3.299930, -4.630757], [-3.028554, -3.648336, -3.194918], [0.992431, -3.687257, -3.068751], [1.077328, -2.493889, -1.952680], [1.112584, -0.836669, -3.402560], [1.729452, -2.078234, -4.495087], [-3.302523, -0.991894, -4.743976], [-2.614275, -2.111248, -5.915383], [-3.920498, -0.791163, -0.573676], [-2.755153, -1.621568, -0.108695], [-2.580180, -1.979524, 1.034401], [-1.861351, -1.958913, -1.119602], [0.948056, -0.963018, 0.389398], [2.412699, -0.091522, 1.671571], [2.907258, 1.200867, 1.456321], [2.481892, 2.059186, 0.300693], [3.845997, 1.720363, 2.344187], [4.326403, 0.991803, 3.419971], [5.332298, 1.575662, 4.372702], [3.846264, -0.298271, 3.597731], [2.898044, -0.854802, 2.747418], [2.453470, -2.268354, 3.016502], [-0.465440, 0.609714, 0.550775], [-0.995104, 0.888959, 1.815997], [-0.647800, 0.088734, 3.037866], [-1.890721, 1.948393, 1.948778], [-2.288758, 2.714219, 0.867566], [-3.259604, 3.850848, 1.028542], [-1.772991, 2.397996, -0.384178], [-0.867347, 1.360659, -0.568528], [-0.370426, 1.104451, -1.963831], [-4.609651, -0.634533, 0.252386], [-4.424540, -1.284365, -1.406154], [-3.546624, 0.169696, -0.932971], [2.504614, 1.490048, -0.629064], [3.148600, 2.914219, 0.197406], [1.464833, 2.433467, 0.430745], [4.220044, 2.724593, 2.176412], [5.721001, 2.524008, 4.004011], [6.172952, 0.896656, 4.521081], [4.881262, 1.755179, 5.350553], [4.214959, -0.891989, 4.427743], [2.716365, -2.561131, 4.032275], [2.939565, -2.970673, 2.334498], [1.378830, -2.385658, 2.887931], [-0.753252, -0.978039, 2.838300], [-1.309015, 0.352066, 3.862592], [0.380807, 0.276748, 3.352552], [-2.296394, 2.165014, 2.930905], [-3.558958, 3.969873, 2.068789], [-4.159178, 3.682654, 0.433870], [-2.818288, 4.790620, 0.692479], [-2.081112, 2.980938, -1.246074], [-0.823271, 1.807825, -2.662195], [-0.628517, 0.098908, -2.288611], [0.712726, 1.210517, -2.027094]],
  "forces_ev_per_a": [[-0.301, -0.130, -0.086], [-0.026, -0.058, 0.075], [0.000, 0.062, -0.058], [-0.009, 0.021, -0.019], [0.026, 0.017, 0.035], [0.068, -0.023, 0.089], [-0.087, 0.070, -0.011], [-0.144, 0.052, -0.055], [0.112, -0.039, 0.020], [0.220, -0.020, 0.034], [0.028, 0.021, -0.019], [-0.033, -0.023, -0.005], [0.030, -0.013, -0.017], [-0.016, -0.006, -0.005], [-0.013, -0.016, -0.052], [0.035, 0.008, 0.005], [-0.019, 0.049, 0.062], [-0.104, 0.111, 0.298], [-0.041, 0.081, -0.245], [0.323, -0.194, -0.029], [0.073, 0.263, 0.008], [0.122, -0.130, -0.025], [-0.030, -0.015, -0.017], [-0.040, 0.025, -0.027], [0.021, -0.012, 0.029], [-0.008, 0.005, -0.001], [0.006, 0.002, 0.008], [-0.033, 0.022, 0.001], [-0.032, -0.014, -0.024], [0.006, 0.004, 0.003], [-0.070, 0.044, -0.073], [0.009, -0.019, -0.043], [-0.003, 0.023, 0.046], [-0.027, -0.018, 0.009], [-0.008, 0.024, -0.030], [-0.009, 0.007, -0.006], [-0.004, 0.008, 0.037], [0.024, -0.015, 0.105], [0.021, 0.027, 0.029], [-0.006, 0.003, -0.021], [-0.013, -0.027, 0.026], [0.011, 0.005, 0.024], [-0.021, -0.018, -0.042], [-0.003, 0.003, -0.003], [0.004, -0.004, -0.010], [-0.005, 0.000, -0.006], [0.001, 0.000, 0.001], [0.000, 0.000, 0.001], [0.001, 0.001, 0.000], [-0.001, -0.004, -0.003], [0.016, -0.010, -0.011], [-0.020, 0.000, -0.021], [-0.045, -0.003, 0.022], [-0.019, -0.024, -0.003], [0.006, -0.001, -0.005], [0.000, -0.028, 0.013], [0.002, 0.000, 0.000], [-0.002, 0.000, 0.001], [-0.003, 0.002, 0.001], [-0.002, 0.002, 0.001], [0.000, -0.001, -0.005], [0.016, -0.008, -0.001], [-0.055, -0.086, -0.022], [0.070, -0.006, 0.021]],
  "charge": 0,
  "lumo_ev": [-1.0, -0.8],
  "relative_energy_kj_mol": 7.2,
  "spin_multiplicity": 2,
  "s2": 0.778
}

{
  "formula": "C6H15N2",
  "method": "wB97M-V/def2-TZVPD",
  "species": ["C", "C", "C", "C", "N", "C", "C", "N", "H", "H", "H", "H", "H", "H", "H", "H", "H", "H", "H", "H", "H", "H", "H"],
  "xyz": [[1.415357, 1.969921, -0.212511], [0.880694, 0.819133, -1.071901], [0.054778, -0.320630, -0.482397], [-1.230378, -0.538686, -0.950636], [-1.984457, -1.658526, -0.670589], [0.692635, -1.085221, 0.485082], [2.115006, -1.041892, 0.899356], [-1.665533, 1.429945, 1.466689], [0.781494, 2.129146, 0.667568], [1.537514, 2.892468, -0.760368], [0.353412, 1.262784, -1.928862], [1.713752, 0.395546, -1.646767], [-1.680846, 0.267510, -1.522697], [-1.743702, -2.062091, 0.217757], [-1.892601, -2.402390, -1.360454], [0.199184, -1.942815, 0.934750], [-2.394967, 1.944781, 1.963252], [2.576512, -0.145173, 1.289960], [2.215579, -1.718181, 1.759252], [2.792980, -1.509865, 0.180576], [2.310061, 1.662042, 0.323739], [-1.588869, 0.749674, 2.228571], [-1.996652, 0.883438, 0.695136]],
  "forces_ev_per_a": [[-0.458, -1.018, 1.765], [-0.097, 0.706, -1.611], [2.123, 1.319, 1.166], [-0.167, -1.044, 0.651], [0.387, 0.573, -0.050], [-0.102, -0.522, -0.991], [0.138, -0.981, 1.562], [0.297, -0.234, 2.037], [-0.538, 0.358, -0.527], [0.176, 0.019, -0.110], [-0.481, -0.055, 0.396], [0.107, -0.417, 0.441], [0.054, -0.461, -0.805], [0.358, -0.315, 0.309], [-0.872, 0.304, -0.430], [-0.401, 0.168, -0.048], [-0.375, 0.534, -1.248], [-0.293, 0.659, -0.606], [-0.126, 0.000, -0.154], [-0.207, 0.282, -0.556], [0.594, 0.289, -0.635], [0.813, -0.409, -0.328], [-0.931, 0.245, -0.226]],
  "charge": 1,
  "lumo_ev": -6.6,
  "relative_energy_kj_mol": 348.7
}